No. 1
DFT (ωB97M-V with the def2-TZVPD basis set) results for a cluster of 10 separate species, C3H26NO9S in total in a non-equilibrium geometry.

Computed properties:
Total charge = -1
DFT total energy = -34286.108 eV
ΔE to the lowest compared entry with this formula, charge and spin = 3.226 eV

Each line ends with the natural charge from an NBO analysis.
Positions of all 40 atoms, in Å:
S -0.922 -1.392 -2.908  -0.61
O 2.204 2.066 -1.080  -1.00
O 3.014 -0.636 0.260  -0.98
O -3.031 0.973 -2.615  -1.01
O -0.193 1.791 -1.987  -1.04
O 1.536 -3.782 1.929  -0.95
O -2.886 1.727 1.886  -0.95
O -0.217 0.530 2.453  -1.00
O 1.365 2.714 2.290  -0.96
O 3.935 2.248 0.952  -1.01
N -0.045 -1.449 0.380  -0.89
C -1.147 -2.125 -0.434  -0.07
C -0.541 -2.614 -1.757  -0.57
C -2.437 -1.466 -0.364  -0.64
H -2.528 1.298 -3.437  0.46
H 3.291 2.134 0.201  0.49
H -2.728 -1.256 0.705  0.20
H 0.398 -0.717 -0.248  0.34
H 1.033 -3.334 1.277  0.49
H -1.114 2.118 -1.916  0.50
H -0.696 -3.744 -2.027  0.20
H 2.711 0.048 -0.334  0.47
H -2.673 0.057 -2.524  0.50
H 2.210 -1.253 0.335  0.50
H 1.528 2.127 2.889  0.45
H -0.541 -0.850 1.019  0.39
H -1.435 -2.986 0.327  0.16
H 1.269 1.618 -1.239  0.53
H -2.587 2.588 2.355  0.48
H -2.359 -0.552 -0.920  0.20
H 0.562 0.922 1.979  0.49
H -1.069 0.900 2.207  0.50
H 2.092 2.935 -1.276  0.47
H -0.377 0.803 -2.293  0.51
H 2.183 2.738 1.667  0.50
H 4.371 1.375 1.006  0.49
H -3.443 -1.965 -0.755  0.22
H 0.605 -2.562 -1.496  0.19
H 1.863 -3.021 2.430  0.46
H -3.202 1.996 1.063  0.48

=====

No. 2
DFT (ωB97M-V with the def2-TZVPD basis set) results for a cluster of 11 separate species, C3H27NO12 in total in a non-equilibrium geometry.

Computed properties:
DFT total energy = -29604.941 eV
ΔE to the lowest compared entry with this formula, charge and spin = 6.276 eV

Each line ends with the natural charge from an NBO analysis.
Positions of all 43 atoms, in Å:
O 0.299 4.035 -0.049  -0.92
O 2.145 1.899 -0.722  -0.66
O 1.212 0.942 -3.321  -0.99
O -0.653 3.135 3.193  -0.92
O -3.996 -1.206 -1.390  -0.91
O -1.652 1.451 -2.472  -1.00
O 1.210 -2.642 1.575  -1.02
O 2.581 -3.875 -2.006  -0.94
O -1.278 -3.277 1.155  -0.93
O 0.548 -1.195 -2.586  -0.96
O -1.718 -2.151 4.256  -0.96
O 1.399 2.091 1.267  -0.68
N -0.305 -0.102 0.064  -0.67
C -1.258 0.752 0.855  -0.39
C 1.579 1.397 0.217  0.78
C 1.075 -0.046 0.347  -0.33
H -3.339 -1.610 -1.947  0.46
H -0.498 2.329 2.747  0.46
H -0.365 3.741 2.567  0.46
H 0.030 3.337 -0.494  0.46
H -0.864 -2.304 4.547  0.49
H 0.252 -2.748 1.189  0.51
H 0.307 0.716 -3.026  0.48
H 1.655 -3.460 1.722  0.48
H -1.538 -2.258 1.435  0.49
H 1.712 2.962 1.367  0.51
H 1.646 -0.803 -0.281  0.23
H 1.451 1.662 -2.736  0.49
H 1.565 -0.331 1.340  0.26
H 2.501 -3.446 -1.168  0.46
H -2.115 0.311 1.105  0.19
H 1.695 -3.488 -2.404  0.47
H -0.704 -0.181 -0.850  0.39
H -1.725 0.602 -2.484  0.49
H -3.758 -1.593 -0.590  0.45
H -0.731 0.981 1.748  0.18
H 1.276 -0.898 -2.112  0.48
H 1.241 4.045 -0.122  0.47
H -2.131 2.188 -2.707  0.52
H -2.137 -2.618 3.637  0.47
H -1.885 -3.410 0.456  0.48
H -1.452 1.718 0.352  0.19
H 0.888 -0.994 -3.454  0.49

=====

No. 3
DFT (ωB97M-V with the def2-TZVPD basis set) results for a cluster of 10 separate species, C3H27NO9 in total in a non-equilibrium geometry.

Computed properties:
DFT total energy = -23467.793 eV
ΔE to the lowest compared entry with this formula, charge and spin = 0.000 eV

Each line ends with the natural charge from an NBO analysis.
Positions of all 40 atoms, in Å:
O 3.080 1.907 -0.075  -1.00
O 0.806 -2.322 -2.079  -1.03
O 2.788 -0.660 -1.099  -1.00
O 2.270 -1.724 2.016  -1.01
O -0.782 -3.319 -0.179  -1.01
O -2.733 0.536 -3.703  -0.95
O -0.371 -1.897 2.071  -0.98
O -0.436 -0.951 -4.060  -0.97
O 1.921 1.483 2.366  -0.98
N -0.995 1.339 1.449  -0.47
C -2.170 0.499 1.687  -0.40
C -0.481 1.121 0.085  -0.43
C -1.322 2.748 1.669  -0.42
H 1.295 -1.865 2.049  0.51
H 0.954 1.512 2.255  0.50
H -0.837 -1.089 1.791  0.46
H -0.499 -2.505 1.294  0.51
H 2.965 -1.113 -0.257  0.50
H -0.213 -2.902 -0.903  0.52
H -3.026 0.764 1.069  0.18
H 0.397 1.766 -0.060  0.21
H -2.463 0.585 2.754  0.21
H -1.686 2.880 2.694  0.21
H 3.120 2.856 -0.228  0.48
H 2.703 1.786 0.831  0.51
H -0.177 0.088 -0.017  0.21
H -2.066 3.122 0.942  0.17
H 2.884 0.303 -0.949  0.52
H -3.420 -0.105 -3.493  0.49
H -0.391 3.317 1.569  0.20
H 1.560 -1.768 -1.763  0.52
H 2.131 0.539 2.395  0.50
H 0.232 -0.450 -4.531  0.48
H -3.050 1.048 -4.454  0.49
H 0.316 -1.876 -2.808  0.51
H -1.181 -0.331 -3.903  0.50
H -1.966 -0.566 1.519  0.18
H 2.614 -1.879 2.898  0.47
H -1.250 1.378 -0.662  0.17
H -0.522 -4.256 -0.179  0.48

=====

What is the DFT total energy in the third record?
-23467.793 eV

=====

Among the records above, which one has the highest ΔE to the lowest compared entry with this formula, charge and spin?
C3H27NO12

=====

Repeat the second record exactly.
DFT (ωB97M-V with the def2-TZVPD basis set) results for a cluster of 11 separate species, C3H27NO12 in total in a non-equilibrium geometry.

Computed properties:
DFT total energy = -29604.941 eV
ΔE to the lowest compared entry with this formula, charge and spin = 6.276 eV

Each line ends with the natural charge from an NBO analysis.
Positions of all 43 atoms, in Å:
O 0.299 4.035 -0.049  -0.92
O 2.145 1.899 -0.722  -0.66
O 1.212 0.942 -3.321  -0.99
O -0.653 3.135 3.193  -0.92
O -3.996 -1.206 -1.390  -0.91
O -1.652 1.451 -2.472  -1.00
O 1.210 -2.642 1.575  -1.02
O 2.581 -3.875 -2.006  -0.94
O -1.278 -3.277 1.155  -0.93
O 0.548 -1.195 -2.586  -0.96
O -1.718 -2.151 4.256  -0.96
O 1.399 2.091 1.267  -0.68
N -0.305 -0.102 0.064  -0.67
C -1.258 0.752 0.855  -0.39
C 1.579 1.397 0.217  0.78
C 1.075 -0.046 0.347  -0.33
H -3.339 -1.610 -1.947  0.46
H -0.498 2.329 2.747  0.46
H -0.365 3.741 2.567  0.46
H 0.030 3.337 -0.494  0.46
H -0.864 -2.304 4.547  0.49
H 0.252 -2.748 1.189  0.51
H 0.307 0.716 -3.026  0.48
H 1.655 -3.460 1.722  0.48
H -1.538 -2.258 1.435  0.49
H 1.712 2.962 1.367  0.51
H 1.646 -0.803 -0.281  0.23
H 1.451 1.662 -2.736  0.49
H 1.565 -0.331 1.340  0.26
H 2.501 -3.446 -1.168  0.46
H -2.115 0.311 1.105  0.19
H 1.695 -3.488 -2.404  0.47
H -0.704 -0.181 -0.850  0.39
H -1.725 0.602 -2.484  0.49
H -3.758 -1.593 -0.590  0.45
H -0.731 0.981 1.748  0.18
H 1.276 -0.898 -2.112  0.48
H 1.241 4.045 -0.122  0.47
H -2.131 2.188 -2.707  0.52
H -2.137 -2.618 3.637  0.47
H -1.885 -3.410 0.456  0.48
H -1.452 1.718 0.352  0.19
H 0.888 -0.994 -3.454  0.49

=====

Which value of DFT total energy does entry 3 give?
-23467.793 eV